# 1
Molecular formula: C29H20N8OTeV
Method: DFT, ωB97M-V with the def2-TZVPD basis set

Calculated values
- Orbital gap (alpha / beta): 7.2 / 7.2 eV
- E_tot: -77339.58280 eV
- Maximum force: 4.004 eV/A
- E_HOMO (alpha / beta): -11.36 / -11.40 eV
- Energy above the lowest of the compared OMol25 structures with the same formula, charge and spin: 8.1 kcal/mol
- Charge: +1
- LUMO (alpha / beta): -4.13 / -4.25 eV
- Multiplicity: 3

Structure (XYZ):
```
60
Properties=species:S:1:pos:R:3:forces:R:3
V -12.55330 -14.17785 5.58699 -0.9 0.5 -0.2
C -11.90648 -17.95813 3.62069 0.6 -0.3 -0.2
C -13.15319 -18.41054 3.08315 -0.3 2.1 1.3
C -14.22477 -17.55652 3.37913 0.5 -1.8 -0.7
C -14.12957 -16.39696 4.14005 0.7 1.0 -0.4
N -12.94888 -15.89754 4.52212 1.8 -2.1 -0.7
C -11.84919 -16.70968 4.22831 0.0 0.5 1.2
N -15.28337 -15.73723 4.34904 -1.3 1.0 0.5
C -15.41067 -14.56786 4.90317 1.0 -2.4 -0.3
N -14.44419 -13.73607 5.41653 0.2 1.1 -0.1
C -15.12976 -12.55744 5.90368 2.7 -1.5 0.4
N -14.52125 -11.52385 6.35022 -1.1 -0.3 -0.1
C -13.17385 -11.34471 6.44450 2.6 1.3 0.4
C -12.74401 -9.99831 6.64773 0.2 0.4 0.0
C -11.35469 -9.71574 6.70509 -2.9 -1.0 0.5
C -10.44671 -10.74376 6.65442 2.2 -0.6 0.0
C -10.83453 -12.06736 6.54267 -3.2 2.4 -0.2
N -12.18252 -12.29418 6.39895 -0.9 -0.5 0.1
C -16.53071 -12.84834 5.84594 -1.7 0.1 -0.8
C -17.63931 -12.12073 6.21559 -0.6 2.1 1.4
C -18.92526 -12.58274 5.96431 0.6 -0.8 -0.3
C -19.06167 -13.81862 5.30912 -0.8 -0.7 0.5
C -17.98629 -14.61630 4.94150 1.1 2.6 0.9
C -16.71604 -14.05372 5.18053 -1.3 0.0 0.1
H -10.95477 -18.55671 3.61021 -1.2 0.7 -0.3
H -13.33817 -19.30745 2.50227 0.4 0.0 0.2
H -15.22256 -17.78431 3.05331 -0.2 -0.2 -0.1
H -10.88298 -16.32034 4.65825 -1.0 -0.6 -0.6
H -13.54965 -9.21849 6.75335 1.2 -0.9 -0.1
H -10.98947 -8.76186 6.98150 0.1 1.0 -0.2
H -9.39275 -10.42786 6.70881 -0.5 -0.6 0.1
H -10.29339 -12.96725 6.50761 1.3 -0.6 0.1
H -17.55404 -11.15749 6.78228 0.2 -1.0 -0.7
H -19.78741 -12.03292 6.32910 0.1 -0.1 -0.2
H -20.03817 -14.30054 5.20149 0.1 0.6 -0.1
H -18.15181 -15.56311 4.53405 0.1 -1.3 -0.7
O -11.78813 -15.08004 7.01803 0.3 0.2 0.5
N -11.71595 -16.32226 7.49017 -0.3 -0.7 -0.5
C -12.82431 -16.78920 7.96741 0.3 -0.3 -0.4
C -13.94935 -15.88157 8.03973 0.8 -1.7 0.1
N -14.80285 -15.13129 8.06777 -1.1 1.0 0.0
C -12.93430 -18.23110 8.26995 0.1 2.4 0.1
N -13.13324 -19.32057 8.54460 0.0 -0.8 0.0
C -13.08216 -11.64093 2.86812 -0.2 -0.2 0.8
Te -11.37493 -12.77992 3.36531 1.3 -0.5 0.0
C -11.90625 -14.08175 1.79640 0.2 -0.8 -1.0
C -13.37824 -13.78716 1.62310 0.4 0.3 -0.1
C -14.15860 -14.74290 1.01396 0.4 0.3 0.5
C -15.51251 -14.73727 1.14889 -0.4 -0.1 -0.6
C -16.10331 -13.69654 1.83601 -1.5 0.2 -0.2
C -15.36134 -12.64852 2.34682 -0.4 0.5 0.4
C -13.96436 -12.71047 2.24149 -0.7 1.3 0.7
H -12.85822 -10.76676 2.23076 0.0 -0.5 0.3
H -13.37465 -11.33034 3.89645 -0.4 0.2 -1.0
H -11.93109 -15.16016 2.08321 0.8 0.9 0.1
H -11.22797 -13.95884 0.90139 -0.9 0.0 0.9
H -13.58740 -15.50045 0.57420 0.2 -1.4 -0.9
H -16.11733 -15.49987 0.67846 0.0 -0.1 0.1
H -17.20319 -13.73039 1.90752 0.7 0.3 0.2
H -15.88608 -11.81197 2.87934 0.7 -0.8 -0.6
```
Forces are in eV/Å.


# 2
Molecular formula: C29H21Br2ClIrN4O4
Method: DFT, ωB97M-V with the def2-TZVPD basis set

Calculated values
- Orbital gap: 5.3 eV
- E_tot: -200004.66501 eV
- Maximum force: 3.820 eV/A
- E_HOMO: -9.75 eV
- Charge: +1
- LUMO: -4.49 eV
- Multiplicity: 1

Structure (XYZ):
```
62
Properties=species:S:1:pos:R:3:forces:R:3
Ir 0.46288 0.69441 -0.77123 -1.0 -2.9 0.4
C 3.20273 -0.93132 -2.39814 0.4 0.2 -0.3
O 2.03283 -1.04510 -1.61257 -0.7 1.8 0.0
C 1.81889 -2.17553 -0.89630 -1.2 -1.0 1.3
C 2.66741 -3.27105 -0.90105 0.0 0.2 -0.1
C 2.35194 -4.41038 -0.17730 -0.3 0.0 0.2
C 1.16576 -4.47836 0.54781 0.6 -0.1 -0.3
C 0.32608 -3.39130 0.58682 0.0 0.6 -0.3
C 0.63547 -2.20264 -0.10520 1.5 -1.8 0.0
N -0.14799 -1.08233 0.01206 -2.6 2.8 0.1
N -1.21872 -1.21346 0.72799 0.7 -1.6 0.5
C -2.18202 -0.40984 1.06405 0.9 2.1 -0.9
C -2.22792 1.02703 0.66513 -0.4 -2.8 0.9
O -1.17730 1.64610 0.37706 2.5 0.8 -2.0
C -3.49524 1.66626 0.74918 -0.2 0.7 0.1
C -4.54212 1.11031 1.40960 0.7 0.1 -0.2
C -4.42316 -0.14585 2.07304 0.5 -0.7 0.1
C -5.42407 -0.62486 2.92591 0.0 -0.3 0.1
C -5.28052 -1.83751 3.56787 -0.1 0.2 -0.1
C -4.14407 -2.61741 3.34812 -0.1 0.2 -0.1
C -3.15145 -2.17168 2.50807 -0.1 0.2 -0.1
C -3.25000 -0.92048 1.87275 -0.9 -0.6 0.6
H 3.25376 -1.73228 -3.13941 -0.1 0.1 0.1
H 4.10170 -0.94660 -1.77495 -0.1 0.0 0.0
H 3.11651 0.02702 -2.90432 0.1 0.0 -0.1
H 3.58058 -3.23959 -1.46998 0.1 0.0 -0.1
H 3.03127 -5.24657 -0.18548 0.1 -0.1 0.0
H 0.91322 -5.37620 1.09105 0.0 -0.1 0.0
H -0.59468 -3.42901 1.14761 0.1 0.0 0.0
H -3.56837 2.64204 0.29605 -0.1 0.1 0.0
H -5.48119 1.63846 1.47278 -0.1 0.1 0.0
H -6.30942 -0.02958 3.09518 -0.1 0.1 0.0
H -6.04545 -2.18417 4.24364 -0.1 0.0 0.1
H -4.04854 -3.57368 3.83827 0.0 -0.1 0.1
H -2.27465 -2.77625 2.34689 0.1 0.0 0.0
Br 3.90389 6.00014 -2.90978 -0.2 -0.4 0.2
C 2.92592 4.48453 -2.34224 -0.4 0.0 -0.8
C 1.94695 3.92457 -3.17847 0.7 0.4 0.6
C 1.26834 2.81683 -2.72523 -0.2 0.0 -0.4
N 1.49086 2.26014 -1.53586 0.5 1.5 0.6
C 2.43797 2.79560 -0.70599 -0.3 1.1 -2.0
C 3.17664 3.91674 -1.11249 -0.2 -0.8 0.5
C 2.58078 2.15260 0.56953 0.0 -1.1 1.9
C 3.37279 2.64592 1.61509 -0.3 -0.1 -0.8
C 3.43413 1.95780 2.80557 -0.3 -0.7 0.6
Br 4.46553 2.61770 4.24597 -0.2 -0.2 -0.4
C 2.70374 0.76673 2.95252 0.6 1.0 -0.1
C 1.91933 0.35888 1.90132 -0.2 -0.4 -0.1
N 1.83857 1.01266 0.73994 0.0 1.1 -0.1
H 1.72918 4.35028 -4.14308 0.0 0.0 -0.1
H 0.50404 2.34376 -3.32840 0.0 -0.1 0.1
H 3.94197 4.32633 -0.47731 0.1 0.1 0.1
H 3.91781 3.56618 1.49469 0.1 0.1 0.0
H 2.74151 0.20003 3.86637 0.0 -0.1 0.1
H 1.33223 -0.54466 1.99452 -0.1 0.0 -0.1
Cl -1.85392 -1.73583 -4.36899 0.0 -0.3 -0.3
C -2.50437 -0.15177 -3.90560 0.3 0.2 0.5
C -1.89768 0.13670 -2.52168 -2.1 -0.6 -0.2
O -2.59393 -0.01840 -1.53037 0.1 0.1 -0.4
O -0.67717 0.47320 -2.54422 2.3 0.8 0.9
H -3.58867 -0.22618 -3.83967 0.2 0.0 0.0
H -2.19060 0.58095 -4.64716 0.0 -0.1 0.0
```
Forces are in eV/Å.


# 3
Molecular formula: C29H21Cl5N5OV
Method: DFT, ωB97M-V with the def2-TZVPD basis set

Calculated values
- Orbital gap (alpha / beta): 6.9 / 7.5 eV
- E_tot: -128210.33892 eV
- Maximum force: 0.214 eV/A
- E_HOMO (alpha / beta): -10.26 / -11.05 eV
- Energy above the lowest of the compared OMol25 structures with the same formula, charge and spin: 0.0 kcal/mol
- Charge: +1
- LUMO (alpha / beta): -3.34 / -3.52 eV
- Multiplicity: 4

Structure (XYZ):
```
62
Properties=species:S:1:pos:R:3:forces:R:3
V 0.02522 0.13405 0.51177 -0.1 0.0 0.1
C -3.30144 0.14782 1.79203 0.0 0.0 0.0
C -2.99007 -1.09542 1.01785 0.0 0.0 0.0
C -4.00691 -2.02635 0.80702 0.0 0.0 0.0
C -3.75468 -3.17095 0.08771 0.0 0.0 0.0
C -2.47385 -3.37844 -0.40000 -0.1 0.0 0.0
C -1.50225 -2.42843 -0.15138 0.1 0.0 0.0
N -1.75038 -1.28872 0.53621 0.0 0.0 0.0
C -0.11858 -2.61400 -0.67428 -0.1 0.0 0.0
C 0.34388 -3.80360 -1.21880 0.0 0.0 0.0
C 1.63786 -3.85308 -1.70690 0.0 0.0 0.0
C 2.43729 -2.72422 -1.65102 0.0 0.0 0.0
C 1.91898 -1.57050 -1.08306 0.0 0.2 0.0
N 0.67458 -1.54197 -0.59775 0.0 0.0 0.0
C 2.67655 -0.29188 -0.95497 -0.1 -0.2 0.0
C 3.90968 -0.13421 -1.55665 0.0 0.1 0.0
C 4.58378 1.06635 -1.39187 0.0 -0.1 0.0
C 4.00279 2.05059 -0.62460 0.0 0.0 0.0
C 2.75201 1.83700 -0.04659 0.0 0.0 0.0
C 2.13451 2.90548 0.79721 0.0 0.0 0.0
N 2.08927 0.68130 -0.22227 0.1 0.0 0.0
H -4.19848 -0.00301 2.38969 0.0 0.0 0.0
H -3.48359 0.98252 1.11223 0.0 0.0 0.0
H -2.48212 0.44419 2.44244 0.0 0.0 0.0
H -4.98944 -1.83020 1.21245 0.0 0.0 0.0
H -4.53666 -3.89554 -0.09467 0.0 0.0 0.0
H -2.24899 -4.26227 -0.97568 0.0 0.0 0.0
H -0.28034 -4.68269 -1.25268 0.0 0.0 0.0
H 2.02345 -4.77104 -2.12887 0.0 0.0 0.0
H 3.44700 -2.75620 -2.02945 0.0 0.0 0.0
H 4.33977 -0.92333 -2.15295 0.0 0.0 0.0
H 5.54909 1.22238 -1.85423 0.0 0.0 0.0
H 4.50183 2.99540 -0.46292 0.0 0.0 0.0
H 1.80459 2.50601 1.75666 0.0 0.0 0.0
H 1.25740 3.32711 0.30600 0.0 0.0 0.0
H 2.85186 3.70470 0.97184 0.0 0.0 0.0
N 3.27044 -1.62375 6.70614 0.0 0.0 0.0
C 2.14358 -2.16186 6.17453 0.0 0.0 0.0
O 1.50474 -3.04858 6.69472 0.0 0.0 0.0
C 1.71707 -1.60667 4.83719 0.1 0.0 0.0
C 2.61046 -1.12836 3.89089 0.0 0.0 0.0
C 2.12058 -0.69291 2.67188 0.0 0.0 0.0
N 0.82038 -0.69188 2.36411 0.0 0.0 0.1
C -0.03483 -1.14770 3.29157 0.0 -0.1 0.0
C 0.36751 -1.62708 4.51987 0.0 0.0 0.0
H 3.52591 -1.92534 7.63281 0.0 0.0 0.0
H 3.62550 -0.74048 6.38609 0.0 0.0 0.0
H 3.67664 -1.11721 4.07192 0.0 0.0 0.0
H 2.79660 -0.32591 1.91168 0.0 0.0 0.0
H -1.08196 -1.13235 3.02711 0.0 0.0 0.0
H -0.34805 -2.01571 5.23058 0.0 0.0 0.0
Cl -1.23094 1.51031 -1.32738 0.0 0.0 -0.1
C -1.44762 2.51855 0.12093 0.0 0.0 0.1
C -0.83892 2.00099 1.24381 0.1 0.0 0.0
C -0.98705 2.77870 2.37937 0.0 0.1 0.1
Cl -0.24027 2.23530 3.86469 0.0 0.0 0.0
C -1.70402 3.97579 2.39690 0.0 0.0 0.0
Cl -1.86551 4.89381 3.84159 0.0 0.0 0.0
C -2.30645 4.43620 1.22094 0.0 0.0 0.0
Cl -3.19940 5.90082 1.20958 0.0 0.0 0.0
C -2.17586 3.69538 0.04721 0.0 0.0 -0.1
Cl -2.88832 4.21200 -1.42803 0.0 0.0 0.0
```
Forces are in eV/Å.


# 4
Molecular formula: C29H21F3N2S3SbW
Method: DFT, ωB97M-V with the def2-TZVPD basis set

Calculated values
- Orbital gap: 5.7 eV
- E_tot: -82387.90752 eV
- Maximum force: 0.180 eV/A
- E_HOMO: -17.17 eV
- Energy above the lowest of the compared OMol25 structures with the same formula, charge and spin: 1.5 kcal/mol
- Charge: +3
- LUMO: -11.47 eV
- Multiplicity: 1

Structure (XYZ):
```
60
Properties=species:S:1:pos:R:3:forces:R:3
W 0.16877 0.72963 -0.44151 0.0 -0.1 0.0
S -1.44473 -0.86632 0.04652 0.0 0.2 0.0
C -1.18311 -2.29218 -0.91947 -0.1 -0.1 0.0
C -1.96447 -3.43256 -0.77959 0.0 0.0 0.0
C -1.78181 -4.47713 -1.67414 0.1 0.0 -0.1
C -0.85565 -4.38195 -2.71465 0.0 0.0 0.1
C -0.08835 -3.24025 -2.86885 0.0 0.0 0.0
C -0.25898 -2.19888 -1.95766 0.0 -0.1 -0.1
S 0.70760 -0.76438 -2.06696 0.1 0.1 0.1
H -2.69588 -3.50791 0.01410 0.0 0.0 0.0
H -2.37420 -5.37574 -1.56675 0.0 0.0 0.0
H -0.74453 -5.19873 -3.41434 0.0 0.0 0.0
H 0.61298 -3.15111 -3.68845 0.0 0.0 0.0
C -3.76392 5.57470 0.10096 0.0 0.0 0.0
C -3.00987 4.30212 0.06752 0.0 0.0 0.0
C -3.55054 3.09810 0.55567 0.0 0.0 0.0
C -2.79976 1.95610 0.50091 0.0 -0.1 0.0
N -1.54571 1.99533 -0.01538 0.0 0.0 0.0
C -1.12019 3.19467 -0.46052 0.0 0.1 0.0
S 0.51475 2.96682 -1.11931 0.0 -0.1 0.1
N -1.75729 4.31690 -0.44128 0.0 0.0 0.0
H -4.80323 5.41722 -0.18858 0.0 0.0 0.0
H -3.29695 6.31997 -0.53583 0.0 0.0 0.0
H -3.77605 5.95044 1.12969 0.0 0.0 0.0
H -4.55236 3.07054 0.96086 0.0 0.0 0.0
H -3.17117 1.00317 0.85108 0.0 0.0 0.0
F 6.65373 -3.82527 -1.75308 0.0 0.0 0.0
C 5.84866 -2.81360 -1.50267 0.0 0.0 0.0
C 5.89464 -2.22000 -0.24596 0.0 0.0 -0.1
C 5.04412 -1.16357 0.01663 0.0 0.0 0.0
C 4.14991 -0.73710 -0.97197 0.0 0.0 0.0
C 4.13029 -1.33438 -2.23499 0.0 0.0 0.0
C 4.99239 -2.38069 -2.50501 0.0 0.0 0.0
Sb 2.93562 0.89016 -0.53681 0.0 0.0 0.0
C 4.15442 2.42691 0.08682 0.1 0.0 0.0
C 5.50485 2.29835 -0.27783 0.0 0.0 0.0
C 6.40001 3.29401 0.05752 0.0 0.0 0.0
C 5.93126 4.40014 0.75259 0.0 0.0 0.0
F 6.77731 5.34839 1.08375 0.0 0.0 0.0
C 4.59456 4.55102 1.11519 0.0 0.0 0.0
C 3.70087 3.56370 0.76728 0.0 0.0 0.0
C 1.52173 0.21182 1.14746 -0.1 -0.1 0.1
C 1.36801 1.15519 2.21499 0.0 0.1 -0.1
C 1.43039 0.75705 3.52331 0.0 0.0 0.0
C 1.68610 -0.59141 3.79538 0.0 0.1 0.0
F 1.76601 -0.96402 5.03953 0.0 0.0 0.0
C 1.87291 -1.54878 2.79532 0.0 0.0 0.0
C 1.78709 -1.14835 1.48818 0.0 -0.1 0.0
H 6.59406 -2.58629 0.49334 0.0 0.0 0.0
H 5.08631 -0.68676 0.98948 0.0 0.0 0.0
H 3.46979 -0.98362 -3.01734 0.0 0.0 0.0
H 5.01965 -2.86190 -3.47321 0.0 0.0 0.0
H 5.86439 1.43418 -0.82175 0.0 0.0 0.0
H 7.44623 3.23169 -0.20933 0.0 0.0 0.0
H 4.28735 5.43969 1.64933 0.0 0.0 0.0
H 2.66220 3.69364 1.02975 -0.1 0.0 0.0
H 1.19912 2.20628 1.99769 0.0 0.0 0.0
H 1.31213 1.45360 4.34308 0.0 0.0 0.0
H 2.06874 -2.57655 3.07240 0.0 0.0 0.0
H 1.91872 -1.87737 0.69621 0.0 0.0 0.0
```
Forces are in eV/Å.


Number 2 is which compound?
C29H21Br2ClIrN4O4


Number 4 is which compound?
C29H21F3N2S3SbW


Which of these has the highest multiplicity?
C29H21Cl5N5OV